{"formula": "C41H37F5OP2Zn", "method": "wB97M-V/def2-TZVPD", "elements": ["Zn", "C", "C", "C", "C", "C", "C", "C", "C", "C", "H", "H", "H", "H", "H", "H", "H", "H", "H", "H", "H", "H", "H", "H", "H", "P", "P", "C", "C", "C", "C", "C", "C", "C", "C", "C", "C", "C", "C", "C", "C", "C", "C", "C", "C", "C", "C", "C", "C", "C", "C", "C", "C", "H", "H", "H", "H", "H", "H", "H", "H", "H", "H", "H", "H", "H", "H", "H", "H", "H", "H", "H", "H", "H", "H", "F", "C", "C", "F", "C", "F", "C", "O", "C", "F", "C", "F"], "coordinates": [[-0.12139, 1.84764, 0.46367], [3.77458, 0.44430, -0.16135], [3.37182, 1.79694, -0.51737], [3.54312, 2.26095, -1.95407], [3.03219, 1.29395, -3.04999], [1.87236, 0.45770, -2.60456], [2.03825, -0.78618, -2.08372], [3.36054, -1.44321, -1.90936], [4.34154, -0.54325, -1.16734], [-2.57076, -1.49403, 0.60559], [4.28486, 0.32518, 0.79604], [3.67121, 2.59526, 0.18670], [4.62848, 2.44042, -2.12159], [3.02427, 3.22277, -2.09126], [2.72205, 1.94681, -3.88348], [3.87847, 0.69335, -3.41679], [0.92816, 0.81700, -3.01564], [1.24091, -1.50091, -1.91952], [3.81919, -1.70691, -2.87518], [3.21566, -2.38785, -1.37098], [5.01961, -1.20861, -0.61576], [4.94235, 0.02208, -1.89261], [-1.80284, -1.84901, 1.31407], [-3.51278, -2.04621, 0.76150], [-2.72909, -0.41621, 0.77387], [1.95273, 0.76233, 0.22965], [-2.03374, -1.75028, -1.06972], [0.04525, 0.36547, -0.78516], [-0.66440, -0.64866, -1.40131], [1.50896, 2.68838, 1.11862], [1.67473, 3.89697, 0.40679], [1.10384, 5.08160, 0.87849], [0.41828, 5.09892, 2.09586], [0.31429, 3.93318, 2.86145], [0.84918, 2.72171, 2.38431], [2.08038, -0.18441, 1.81762], [1.66048, -1.52338, 1.90527], [2.19431, -2.32380, 2.92362], [3.08972, -1.78734, 3.84798], [3.42126, -0.43090, 3.81612], [2.88654, 0.38486, 2.81608], [-3.29428, -1.09134, -2.17985], [-3.74110, 0.23616, -2.00696], [-4.60383, 0.79819, -2.94762], [-4.99116, 0.05985, -4.07370], [-4.53451, -1.25011, -4.24973], [-3.67811, -1.82590, -3.30970], [-1.43800, -3.37740, -1.50559], [-1.38537, -4.38014, -0.52105], [-0.71467, -5.57766, -0.77901], [-0.06507, -5.77156, -2.00263], [-0.07578, -4.76446, -2.96857], [-0.76858, -3.57706, -2.73260], [0.02124, 1.28025, -1.46403], [-0.51013, -0.63979, -2.49352], [2.29652, 3.92310, -0.48959], [1.23975, 6.00164, 0.30719], [0.01708, 6.04250, 2.47939], [-0.14086, 3.96865, 3.85638], [0.85107, 1.83418, 3.02439], [0.96218, -1.91549, 1.16163], [1.91098, -3.37653, 2.97584], [3.50600, -2.42113, 4.63150], [4.11051, -0.00327, 4.54285], [3.14966, 1.44488, 2.76859], [-3.39000, 0.82463, -1.15187], [-4.97873, 1.81479, -2.79559], [-5.65709, 0.50590, -4.81307], [-4.84496, -1.83862, -5.11765], [-3.29101, -2.83984, -3.44663], [-1.87695, -4.20970, 0.43680], [-0.69605, -6.35739, -0.01782], [0.47590, -6.69475, -2.18998], [0.45247, -4.89600, -3.91528], [-0.79872, -2.80424, -3.50167], [-4.77767, 1.37504, 5.84834], [-4.05503, 1.52875, 4.72206], [-2.90132, 0.77157, 4.52424], [-2.52965, -0.11534, 5.47347], [-2.17089, 0.93194, 3.36135], [-1.08729, 0.12840, 3.19248], [-2.53851, 1.83074, 2.32656], [-1.88518, 1.93799, 1.20743], [-3.75078, 2.53979, 2.54850], [-4.19973, 3.35208, 1.56806], [-4.48350, 2.40384, 3.71928], [-5.61346, 3.12622, 3.90087]], "atomic_forces_ev_per_a": [[-3.66, -0.67, 0.63], [0.00, -2.85, 0.80], [-0.73, 1.57, -1.01], [0.46, 0.12, -0.15], [0.51, 0.75, -0.09], [1.06, -1.98, -1.78], [0.41, 0.32, -2.24], [0.48, 0.32, 0.24], [1.05, -0.18, 0.24], [-0.45, -0.84, 0.75], [0.11, 0.31, -0.22], [0.17, -0.62, -0.33], [-0.43, 0.13, -0.08], [0.28, -0.21, 0.03], [0.06, -0.43, 0.09], [-0.41, 0.04, 0.03], [0.08, -0.28, 0.58], [-0.20, 0.62, -0.01], [-0.23, -0.03, 0.03], [0.07, 0.19, 0.01], [0.15, 0.25, -0.21], [0.11, -0.28, 0.22], [-0.30, 0.19, -0.25], [0.31, 0.25, 0.19], [0.17, -0.36, -0.27], [3.15, -0.51, -1.81], [2.46, 3.45, -0.43], [-2.42, 3.18, 2.15], [-0.62, -1.12, -0.75], [-0.45, -0.18, 2.05], [-0.42, 0.15, 0.26], [0.29, -0.15, 0.07], [0.03, -0.17, 0.24], [0.32, 0.01, 0.18], [0.38, 1.50, 0.02], [-0.62, 0.81, 0.90], [0.53, 0.49, 0.15], [-0.25, 0.14, -0.31], [-0.02, 0.02, 0.23], [-0.23, 0.11, -0.30], [0.23, -0.89, 0.20], [-0.37, -0.41, -0.59], [-0.01, -0.29, -0.05], [0.11, -0.18, 0.13], [0.07, -0.29, 0.11], [-0.06, 0.14, -0.07], [-0.09, 0.24, 0.28], [0.09, -1.08, 0.18], [-0.08, 0.12, -0.48], [0.05, 0.07, -0.17], [-0.07, 0.24, 0.35], [-0.27, 0.22, 0.03], [-0.23, -0.12, 0.20], [1.04, -1.04, 0.27], [-0.28, -0.53, 0.10], [-0.57, -0.09, 0.19], [-0.08, -0.22, 0.20], [0.07, -0.40, -0.18], [0.05, 0.01, -0.40], [-0.37, 0.20, -0.41], [0.28, 0.00, 0.15], [0.08, 0.28, 0.07], [-0.08, 0.12, -0.24], [-0.19, -0.17, -0.05], [0.01, -0.35, -0.01], [-0.14, -0.19, -0.30], [0.19, -0.37, -0.11], [0.17, -0.12, 0.20], [0.11, 0.30, 0.26], [-0.28, 0.32, 0.00], [0.14, -0.16, -0.18], [0.02, 0.19, -0.20], [-0.11, 0.11, 0.04], [-0.19, 0.01, 0.31], [0.12, -0.15, 0.24], [0.18, 0.10, -0.27], [-0.06, -0.05, -0.19], [-0.50, 0.23, 0.36], [-0.06, 0.41, -0.54], [0.16, -0.10, -0.23], [-0.20, 0.39, -0.10], [-0.31, -0.12, 0.31], [-0.73, 0.25, 0.22], [0.37, -0.17, -0.01], [0.11, -0.18, 0.41], [-0.07, 0.05, 0.18], [0.57, -0.42, -0.10]], "lowdin_charge": [0.66, -0.33, -0.37, -0.18, -0.18, -0.16, -0.17, -0.19, -0.19, -0.16, 0.10, 0.11, 0.12, 0.09, 0.11, 0.10, 0.10, 0.07, 0.12, 0.11, 0.11, 0.10, 0.06, 0.07, 0.05, 1.04, 0.97, -0.42, -0.39, -0.35, -0.08, -0.06, -0.06, -0.06, -0.13, -0.32, -0.08, -0.09, -0.10, -0.08, -0.13, -0.29, -0.06, -0.07, -0.08, -0.08, -0.08, -0.30, -0.08, -0.07, -0.08, -0.07, -0.09, 0.06, 0.06, 0.09, 0.11, 0.11, 0.12, 0.10, 0.10, 0.10, 0.10, 0.10, 0.11, 0.11, 0.11, 0.10, 0.11, 0.10, 0.10, 0.11, 0.11, 0.11, 0.11, 0.10, -0.15, -0.14, 0.10, -0.14, 0.07, -0.30, -0.15, -0.13, 0.09, -0.13, 0.10], "homo_lumo_gap_ha": 0.2200, "homo_ha": -0.214}


{"formula": "C4H9N3", "method": "wB97M-V/def2-TZVPD", "elements": ["C", "C", "C", "C", "N", "N", "N", "H", "H", "H", "H", "H", "H", "H", "H", "H"], "coordinates": [[1.63667, -0.50268, -0.80173], [0.88998, -0.95860, 0.33131], [-2.56818, 0.73389, 0.29455], [-1.58171, -0.29765, -0.27063], [2.74927, 0.08060, -0.29535], [2.94213, 0.24672, 0.98118], [-0.43315, -0.85615, 0.55665], [1.57343, -0.46637, -1.97092], [-3.17979, 1.35766, -0.50521], [-3.38576, 0.37612, 0.88987], [-2.02520, 1.53679, 0.92260], [-2.24319, -1.05452, -0.57207], [-1.00012, 0.13470, -1.18415], [3.50141, 0.18536, -0.98522], [3.85872, 0.54547, 1.10667], [-0.73450, -1.06132, 1.50247]], "atomic_forces_ev_per_a": [[0.12, 0.98, -0.71], [-2.53, -0.47, 0.21], [0.61, 3.45, 0.02], [2.16, 1.86, -1.62], [0.33, -1.21, -0.98], [-2.18, 0.26, -0.75], [-0.08, 0.79, -0.37], [-0.17, -0.25, 2.45], [1.71, -1.43, 1.04], [-0.05, -0.81, 0.58], [-0.81, -1.16, -0.92], [-0.21, -1.70, -0.78], [-1.37, -0.70, 1.39], [-0.11, 0.44, 0.43], [2.29, 0.43, 0.17], [0.29, -0.50, -0.17]], "lowdin_charge": [-0.19, -0.09, -0.13, -0.23, -0.20, 0.04, -0.04, 0.13, 0.11, 0.04, 0.09, 0.07, 0.13, 0.15, 0.00, 0.11], "homo_lumo_gap_ha": [0.2758, 0.2766], "homo_ha": [-0.252, -0.252]}


{"formula": "C2H8N2O2", "method": "wB97M-V/def2-TZVPD", "elements": ["N", "C", "O", "H", "H", "H", "H", "H", "C", "N", "O", "H", "H", "H"], "coordinates": [[-0.86342, -2.20728, -0.48286], [-1.56106, -1.07169, -0.96220], [-0.84844, 0.18447, -0.71194], [-0.00784, -2.37595, -1.00052], [-0.57725, -2.10303, 0.48479], [-1.71635, -1.16249, -2.03344], [-2.52476, -1.02618, -0.45596], [-1.51158, 0.87443, -0.57851], [1.71551, 1.77576, 1.48234], [1.53889, 1.09229, 0.40866], [0.84700, 1.90780, 2.38823], [2.68460, 2.26982, 1.60927], [2.19112, 1.21153, -0.35711], [0.63360, 0.63054, 0.20925]], "atomic_forces_ev_per_a": [[0.77, 0.34, 0.00], [-0.20, -0.41, 0.22], [0.10, 0.26, 0.38], [-0.16, -0.14, -0.21], [-0.39, -0.13, 0.10], [0.03, 0.02, -0.06], [-0.02, 0.18, -0.02], [0.03, -0.03, -0.16], [0.38, -0.08, -0.52], [-0.34, 0.03, -0.26], [0.07, 0.05, 0.41], [-0.10, 0.32, 0.47], [0.11, -0.25, 0.12], [-0.30, -0.17, -0.46]], "mulliken_spin": [0.00, 0.00, 0.00, 0.00, 0.00, 0.00, 0.00, 0.00, -0.02, 0.03, 0.92, 0.06, 0.00, 0.01], "homo_lumo_gap_ha": [0.3298, 0.1551], "spin_multiplicity": 2, "total_charge": 1, "homo_ha": [-0.498, -0.498]}


E_tot (eV)
-125736.62522, -8758.60365, -9269.48676
Energy relative to the best compared isomer or geometry (same formula, charge and spin) (kJ/mol)
402.6, 571.3, 108.3